ORCA calculation (ωB97M-V with the def2-TZVPD basis set) on a single C4H6ClNS molecule in a non-equilibrium geometry.

Geometry as XYZ:
```
13
Properties=species:S:1:pos:R:3:mulliken_charge:R:1
C 0.20 1.00 -1.36 0.34
C -1.37 -0.42 0.44 -0.74
C -0.06 -0.63 -0.14 0.03
C 1.14 -0.43 0.72 -1.55
N -0.68 1.78 -1.01 -0.29
S -1.74 1.44 0.10 0.00
Cl 1.53 1.16 -2.47 -0.14
H -2.12 -0.96 0.04 0.43
H -1.36 -0.41 1.58 0.32
H 0.07 -1.54 -0.78 0.31
H 1.07 0.49 1.19 0.46
H 2.03 -0.23 0.32 0.48
H 1.30 -1.26 1.37 0.35
```

The total charge is 0. The calculation puts the frontier orbital gap at 0.3423 Ha. The value obtained for the HOMO energy is -8.584 eV. The total energy is -29090.17312 eV. The energy above the lowest of the compared OMol25 structures with the same formula, charge and spin comes out at 2.5697 eV.